one) The following is a quantum chemistry calculation of one molecule with the formula C21H32N2O5, from OMol25.

```
60
C21H32N2O5 | OMol25 | wB97M-V/def2-TZVPD
C -8.467 -2.255 -0.719
C -8.054 -0.789 -0.768
C -6.716 -0.556 -0.071
C -6.295 0.911 -0.118
C -4.938 1.135 0.541
O -3.962 0.469 -0.236
C -2.662 0.532 0.138
C -1.757 -0.146 -0.686
C -0.414 -0.142 -0.395
C 0.075 0.550 0.712
C 1.538 0.533 0.959
O 2.245 -0.404 0.619
N 2.030 1.611 1.618
C 3.452 1.862 1.688
C 3.871 2.918 0.656
C 3.346 2.482 -0.708
O 2.283 2.876 -1.151
N 4.162 1.628 -1.349
C 3.755 0.913 -2.535
C 3.598 -0.590 -2.285
C 4.932 -1.310 -2.017
C 5.291 -1.276 -0.548
O 5.680 -0.294 0.045
O 5.144 -2.469 0.002
C 5.308 -2.596 1.418
C 3.949 -2.776 2.077
C -0.827 1.213 1.536
C -2.182 1.202 1.260
H -7.721 -2.876 -1.210
H -8.567 -2.590 0.311
H -9.420 -2.401 -1.222
H -8.823 -0.179 -0.288
H -7.979 -0.467 -1.809
H -5.944 -1.157 -0.553
H -6.790 -0.878 0.971
H -6.233 1.239 -1.157
H -7.035 1.530 0.393
H -4.713 2.210 0.584
H -4.945 0.733 1.564
H -2.142 -0.666 -1.548
H 0.285 -0.668 -1.027
H 1.442 2.429 1.666
H 3.709 2.196 2.699
H 3.958 0.916 1.483
H 4.956 3.012 0.645
H 3.424 3.882 0.907
H 4.940 1.225 -0.837
H 4.493 1.084 -3.328
H 2.798 1.340 -2.846
H 2.931 -0.742 -1.435
H 3.136 -1.031 -3.169
H 4.852 -2.356 -2.311
H 5.732 -0.834 -2.589
H 5.810 -1.700 1.795
H 5.947 -3.469 1.574
H 3.292 -1.959 1.787
H 4.062 -2.784 3.158
H 3.497 -3.711 1.758
H -0.484 1.722 2.425
H -2.855 1.719 1.926
```

## Properties
orbital gap: 9.41 eV
SMILES: CCCCCOc1ccc(C(=O)NCCC(=O)NCCCC(=O)OCC)cc1
highest occupied orbital energy: -8.582 eV
lowest unoccupied orbital energy: 0.83 eV

natural (NBO) atomic charge list, values in e, 8 entries: -0.600, -0.387, -0.396, -0.407, -0.060, -0.497, 0.323, -0.260

---

two) The following is a quantum chemistry calculation of one molecule with the formula C21H32N2O5, from OMol25.

```
60
C21H32N2O5 | OMol25 | wB97M-V/def2-TZVPD
C -2.108 -2.792 -1.795
O -3.163 -2.220 -1.059
C -3.085 -0.897 -0.731
C -2.026 -0.088 -1.101
C -2.008 1.264 -0.771
C -0.819 2.045 -1.200
O -0.050 1.641 -2.062
N -0.624 3.225 -0.572
C 0.496 4.086 -0.871
C 1.528 4.123 0.257
C 2.058 2.774 0.747
O 2.376 2.627 1.912
N 2.209 1.819 -0.186
C 2.687 0.486 0.147
C 1.508 -0.485 0.004
C 1.838 -1.971 0.158
C 2.730 -2.282 1.367
C 4.089 -2.879 0.994
C 4.844 -2.196 -0.150
C 5.001 -0.676 -0.044
C 3.905 0.155 -0.727
C -3.082 1.803 -0.086
C -4.159 1.008 0.308
O -5.125 1.709 0.959
C -6.249 1.084 1.540
C -4.163 -0.364 0.008
O -5.243 -1.120 0.392
C -5.021 -2.422 0.898
H -1.160 -2.736 -1.250
H -1.995 -2.314 -2.772
H -2.384 -3.836 -1.933
H -1.198 -0.473 -1.671
H -1.199 3.468 0.217
H 0.936 3.724 -1.803
H 0.124 5.103 -1.042
H 1.110 4.623 1.133
H 2.390 4.708 -0.071
H 1.787 1.917 -1.100
H 3.002 0.558 1.193
H 0.761 -0.202 0.751
H 1.065 -0.324 -0.981
H 2.316 -2.331 -0.752
H 0.892 -2.511 0.248
H 2.228 -2.993 2.026
H 2.882 -1.375 1.949
H 4.719 -2.862 1.887
H 3.952 -3.927 0.715
H 4.376 -2.438 -1.106
H 5.841 -2.645 -0.175
H 5.083 -0.384 1.003
H 5.947 -0.413 -0.524
H 3.581 -0.336 -1.646
H 4.351 1.111 -1.011
H -3.154 2.851 0.155
H -6.851 0.560 0.796
H -6.828 1.901 1.973
H -5.960 0.388 2.330
H -4.124 -2.462 1.520
H -4.936 -3.156 0.095
H -5.897 -2.649 1.508
```

## Properties
orbital gap: 9.13 eV
SMILES: COc1cc(C(=O)NCCC(=O)NC2CCCCCCC2)cc(OC)c1OC
highest occupied orbital energy: -8.473 eV
lowest unoccupied orbital energy: 0.66 eV

natural (NBO) atomic charge list, values in e, 8 entries: -0.252, -0.518, 0.332, -0.300, -0.128, 0.682, -0.663, -0.606

---

one) comes first in stability; the runner-up is 0.0711 hartree higher.

---

one) The following is a quantum chemistry calculation of one molecule with the formula C2H3FO, from OMol25.

```
7
C2H3FO | OMol25 | wB97M-V/def2-TZVPD
F -0.830 1.553 -0.220
C -0.684 0.337 0.146
C 0.701 -0.288 -0.091
O -0.424 -0.786 -0.838
H -1.208 0.104 1.118
H 1.403 0.191 -0.670
H 1.041 -1.111 0.556
```

## Properties
orbital gap: 11.93 eV
SMILES: F[C@@H]1CO1
highest occupied orbital energy: -10.765 eV
lowest unoccupied orbital energy: 1.17 eV

For reference, the natural (NBO) charges in units of e are: -0.302, 0.428, -0.152, -0.501, 0.164, 0.184, 0.179

---

two) The following is a quantum chemistry calculation of one molecule with the formula C2H3FO, from OMol25.

```
7
C2H3FO | OMol25 | wB97M-V/def2-TZVPD
C -0.652 0.514 0.074
C 1.761 -0.580 -0.026
O 0.438 -0.255 -0.002
F 2.525 0.533 -0.008
H -1.593 0.109 0.356
H -0.563 1.485 -0.225
H 2.228 -1.352 0.658
```

## Properties
orbital gap (alpha / beta): 8.89 / 8.46 eV
highest occupied orbital energy (alpha / beta): -8.342 / -7.976 eV
lowest unoccupied orbital energy (alpha / beta): 0.55 / 0.48 eV

For reference, the natural (NBO) charges in units of e are: -0.053, 0.415, -0.477, -0.354, 0.166, 0.147, 0.157

---

one) comes first in stability; the runner-up is 0.0955 hartree higher.